Model A:
ORCA calculation (ωB97M-V/def2-TZVPD) on one molecule with the formula C7H16OSi.

The geometry in XYZ format:
```
25
Properties=species:S:1:pos:R:3:nbo_charge:R:1
Si -0.158 -0.025 0.156 1.485
O -2.545 -1.441 0.303 -0.537
C -0.249 -1.936 -2.023 -0.623
C -0.689 1.797 0.315 -0.862
C -0.007 -0.448 -1.727 -0.832
C -1.848 2.137 1.221 -0.610
C 2.614 0.246 0.626 -0.620
C 1.434 -0.550 1.222 -0.830
C -1.348 -1.451 0.586 0.045
H 0.745 -2.437 -2.052 0.210
H -0.818 -2.434 0.928 0.112
H 1.604 -1.631 1.348 0.238
H 1.011 -0.245 -2.036 0.226
H -0.610 0.278 -2.258 0.230
H -1.021 -2.468 -1.398 0.218
H 1.184 -0.109 2.211 0.222
H -2.699 1.567 0.989 0.216
H -1.514 1.936 2.323 0.196
H -0.968 2.171 -0.714 0.235
H 0.160 2.394 0.564 0.235
H 2.701 1.278 0.935 0.209
H -2.395 3.125 1.220 0.217
H 2.429 0.333 -0.449 0.190
H 3.607 -0.150 0.770 0.214
H -0.619 -1.939 -3.061 0.215
```

For the molecular weight, the calculation gives 144.3 g/mol. The LUMO energy is 0.024 Ha. Its multiplicity is 1. The calculation puts the frontier orbital gap at 9.5 eV.

***

Model B:
ORCA calculation (ωB97M-V/def2-TZVPD) on one molecule with the formula C7H16OSi.

The geometry in XYZ format:
```
25
Properties=species:S:1:pos:R:3:nbo_charge:R:1
Si 0.479 0.640 1.446 1.867
O -0.251 -0.036 0.088 -0.846
C 0.825 -0.795 2.598 -1.142
C -1.838 -0.609 -3.189 -0.595
C 2.045 1.553 0.886 -1.140
C -0.751 1.768 2.325 -1.123
C 0.151 -1.223 -1.907 -0.256
C -1.290 -1.537 -2.124 -0.440
C 0.596 -0.526 -0.851 0.108
H -1.724 1.287 2.215 0.246
H 0.811 -1.557 -2.642 0.200
H -1.861 -1.431 -1.192 0.214
H -0.524 1.833 3.381 0.240
H 2.930 0.913 0.979 0.241
H 2.211 2.409 1.532 0.243
H -1.430 -2.596 -2.391 0.204
H -0.032 -1.457 2.533 0.243
H 1.908 1.796 -0.173 0.243
H -1.602 0.438 -2.977 0.207
H 1.641 -0.226 -0.835 0.171
H -2.910 -0.697 -3.273 0.206
H 1.702 -1.343 2.274 0.236
H -0.667 2.730 1.833 0.237
H -1.362 -0.837 -4.162 0.198
H 0.943 -0.495 3.628 0.236
```

For the molecular weight, the calculation gives 144.3 g/mol. The LUMO energy is 0.032 Ha. Its multiplicity is 1. The calculation puts the frontier orbital gap at 9.3 eV.

***

It is model B that is most stable; the runner-up trails by 60.0 kcal/mol.

***

Model A:
ORCA calculation (ωB97M-V/def2-TZVPD) on a 2-piece molecular cluster, C2O2S2 overall.

The geometry in XYZ format:
```
6
Properties=species:S:1:pos:R:3:nbo_charge:R:1
S -0.781 -2.097 -2.155 0.195
S 1.210 -0.438 -0.522 0.185
O 0.167 0.628 2.261 -0.524
O -0.550 1.817 0.464 -0.497
C -0.225 1.233 1.364 1.019
C 0.178 -1.143 -1.412 -0.378
```

For the molecular weight, the calculation gives 120.2 g/mol. The LUMO energy is -0.008 Ha. Its multiplicity is 1. The calculation puts the frontier orbital gap at 9.6 eV.

***

Model B:
ORCA calculation (ωB97M-V/def2-TZVPD) on one molecule with the formula C2O2S2.

The geometry in XYZ format:
```
6
Properties=species:S:1:pos:R:3:nbo_charge:R:1
S 0.611 2.328 0.833 0.117
S -0.324 0.318 -1.385 0.222
O -0.444 -2.208 -0.290 -0.484
O 0.177 -0.302 0.839 -0.487
C 0.211 0.920 0.214 -0.032
C -0.232 -1.057 -0.210 0.664
```

For the molecular weight, the calculation gives 120.2 g/mol. The LUMO energy is -0.026 Ha. Its multiplicity is 1. The calculation puts the frontier orbital gap at 9.2 eV.

***

It is model A that is most stable; the runner-up trails by 27.2 kcal/mol.

***

Model A:
ORCA calculation (ωB97M-V/def2-TZVPD) on a 2-piece molecular cluster, C2H6FN overall.

The geometry in XYZ format:
```
10
Properties=species:S:1:pos:R:3:nbo_charge:R:1
F -0.186 -0.611 -0.450 -0.344
N 1.358 1.602 -1.859 -1.088
C -1.535 -1.314 1.408 -0.502
C -0.529 -0.631 0.859 0.240
H 0.268 -0.124 1.382 0.166
H 2.316 1.833 -1.971 0.361
H -2.183 -2.043 0.848 0.220
H 1.378 0.603 -1.515 0.362
H 0.791 2.077 -1.163 0.365
H -1.677 -1.393 2.462 0.220
```

For the molecular weight, the calculation gives 63.1 g/mol. The LUMO energy is 0.039 Ha. Its multiplicity is 1. The calculation puts the frontier orbital gap at 10.8 eV.

***

Model B:
ORCA calculation (ωB97M-V/def2-TZVPD) on a 2-piece molecular cluster, C2H6FN overall.

The geometry in XYZ format:
```
10
Properties=species:S:1:pos:R:3:nbo_charge:R:1
F 2.406 -0.077 -0.062 -0.262
N 1.174 -0.488 0.303 -0.048
C 0.210 0.502 0.060 -0.308
C -1.127 -0.175 0.209 -0.614
H -1.977 0.491 0.046 0.224
H -1.293 -0.540 1.291 0.223
H 0.462 1.183 -0.874 0.183
H 0.237 1.317 0.746 0.204
H -1.159 -1.038 -0.484 0.216
H 1.067 -1.175 -1.235 0.182
```

For the molecular weight, the calculation gives 63.1 g/mol. The LUMO energy (alpha / beta) is -0.016 / -0.016 Ha. Its multiplicity is 1. The calculation puts the frontier orbital gap (alpha / beta) at 9.2 / 9.2 eV.

***

It is model A that is most stable; the runner-up trails by 101.9 kcal/mol.

***

Model A:
ORCA calculation (ωB97M-V/def2-TZVPD) on an isolated ion of composition C3H7O2 and charge -1.

The geometry in XYZ format:
```
12
Properties=species:S:1:pos:R:3:nbo_charge:R:1
O -0.646 2.034 1.060 -0.913
O 1.454 -1.779 0.439 -0.753
C -0.999 1.315 0.033 0.035
C 1.095 -0.375 0.092 -0.086
C -0.432 -0.213 0.038 -0.474
H -0.607 -0.683 -0.951 0.136
H -0.768 1.554 -1.047 0.038
H 1.430 0.347 0.844 0.201
H 1.004 -2.188 -0.298 0.443
H -0.994 -0.800 0.765 0.187
H 1.576 -0.317 -0.890 0.142
H -2.114 1.104 -0.084 0.044
```

As for the total charge: -1. For the molecular weight, the calculation gives 75.1 g/mol. The LUMO energy is 0.149 Ha. Its multiplicity is 1. The calculation puts the frontier orbital gap at 6.6 eV.

***

Model B:
ORCA calculation (ωB97M-V/def2-TZVPD) on a 3-piece molecular cluster, C3H7O2 overall.

The geometry in XYZ format:
```
12
Properties=species:S:1:pos:R:3:nbo_charge:R:1
O 0.041 0.295 4.745 -0.583
O -0.231 -0.592 0.823 -0.842
C -0.163 -0.082 3.604 0.291
C 0.314 -0.393 -0.314 0.242
C 1.567 0.082 -0.590 -0.768
H -2.841 0.879 -6.026 -0.014
H -0.364 -0.558 -1.179 0.065
H 2.457 0.100 0.035 0.164
H 1.918 0.174 -1.620 0.153
H 0.685 -0.238 2.935 0.162
H -2.197 0.669 -5.722 0.014
H -1.185 -0.338 3.311 0.117
```

As for the total charge: -1. For the molecular weight, the calculation gives 75.1 g/mol. The LUMO energy is 0.148 Ha. Its multiplicity is 1. The calculation puts the frontier orbital gap at 6.5 eV.

***

Model C:
ORCA calculation (ωB97M-V/def2-TZVPD) on a 3-piece molecular cluster, C3H7O2 overall.

The geometry in XYZ format:
```
12
Properties=species:S:1:pos:R:3:nbo_charge:R:1
O 3.121 0.694 -0.147 -0.809
O -4.333 -1.627 -0.947 -0.510
C 2.156 0.711 -1.030 0.241
C -3.620 -0.660 -0.917 0.281
C 2.143 0.941 -2.432 -0.781
H 1.260 1.101 -3.005 0.157
H -3.935 0.410 -0.943 0.108
H 2.995 0.649 -3.102 0.152
H 0.614 -0.887 7.056 -0.005
H 0.963 -1.477 6.738 0.005
H 1.127 0.931 -0.604 0.042
H -2.492 -0.786 -0.668 0.119
```

As for the total charge: -1. For the molecular weight, the calculation gives 75.1 g/mol. The LUMO energy is 0.110 Ha. Its multiplicity is 1. The calculation puts the frontier orbital gap at 5.2 eV.

***

Model D:
ORCA calculation (ωB97M-V/def2-TZVPD) on a 2-piece molecular cluster, C3H7O2 overall.

The geometry in XYZ format:
```
12
Properties=species:S:1:pos:R:3:nbo_charge:R:1
O -1.826 -0.267 -0.881 -0.789
O 0.087 -1.336 -1.468 -0.799
C 0.363 0.106 1.239 -0.609
C 0.804 1.105 0.165 -0.612
C -1.158 -1.188 -1.389 0.627
H -0.633 -0.270 1.061 0.243
H 0.827 0.649 -0.817 0.256
H 1.008 -0.776 1.212 0.193
H 0.050 1.896 0.127 0.188
H 0.420 0.587 2.221 0.159
H -1.730 -2.029 -1.870 -0.017
H 1.788 1.523 0.400 0.159
```

As for the total charge: -1. For the molecular weight, the calculation gives 75.1 g/mol. The LUMO energy is 0.167 Ha. Its multiplicity is 1. The calculation puts the frontier orbital gap at 8.4 eV.

***

It is model D that is most stable; the runner-up trails by 59.3 kcal/mol.

***

Model A:
ORCA calculation (ωB97M-V/def2-TZVPD) on C21H26BrN5O5S2Ti as an isolated structure.

The geometry in XYZ format:
```
61
Properties=species:S:1:pos:R:3:nbo_charge:R:1
Br 5.074 3.485 -2.439 0.087
Ti 0.818 0.373 0.075 1.194
S 0.570 4.437 2.743 0.421
S -0.485 2.298 -1.581 -0.292
O 1.984 -1.850 0.142 -0.541
O 0.175 -0.665 1.827 -0.842
O 0.638 -2.224 3.381 -0.641
O 4.486 -0.501 2.222 -0.639
O 2.766 0.560 1.275 -0.625
N -1.483 -1.899 -0.270 -0.481
N 2.247 0.624 -1.660 -0.530
N -0.848 -0.866 -1.020 -0.731
N 0.340 2.229 1.449 -0.488
N -0.163 0.598 -3.818 -0.504
C 3.335 -1.622 0.465 -0.163
C -3.780 -0.916 -0.380 -0.635
C -0.935 2.551 1.891 0.086
C 3.484 -0.415 1.364 0.806
C -2.225 4.203 3.128 -0.214
C -1.012 3.741 2.621 -0.210
C -0.281 1.333 -2.925 0.065
C 1.299 -2.642 1.146 -0.188
C 4.317 0.937 -3.483 -0.178
C 0.665 -1.772 2.248 0.741
C -3.348 -3.287 0.272 -0.606
C -2.894 -2.142 -0.627 0.099
C 3.518 -0.194 -3.503 -0.235
C 2.979 1.739 -1.674 0.036
C -3.352 3.448 2.886 -0.194
C -2.084 1.795 1.659 -0.112
C 2.502 -0.317 -2.572 0.073
C 1.196 3.117 1.826 -0.081
C -3.282 2.252 2.157 -0.223
C -2.966 -2.562 -2.092 -0.624
C 4.041 1.913 -2.540 -0.124
H -2.741 -4.175 0.091 0.218
H -4.394 -3.531 0.080 0.211
H 1.988 -3.367 1.577 0.195
H 2.249 3.051 1.598 0.227
H 3.676 -0.973 -4.235 0.235
H -1.413 -1.628 0.707 0.377
H 4.523 0.315 2.745 0.509
H 2.708 2.509 -0.964 0.223
H -3.742 -0.625 0.673 0.206
H -2.281 5.125 3.690 0.224
H 5.128 1.065 -4.186 0.237
H -3.979 -2.883 -2.340 0.215
H 1.873 -1.196 -2.548 0.221
H -4.818 -1.144 -0.627 0.220
H -2.286 -3.396 -2.277 0.215
H 3.799 -2.495 0.924 0.219
H 0.496 -3.154 0.619 0.239
H -2.007 0.874 1.099 0.222
H -4.309 3.783 3.264 0.219
H -1.502 -0.134 -1.296 0.386
H -4.187 1.684 1.986 0.219
H -3.488 -0.055 -0.988 0.212
H -2.704 -1.742 -2.764 0.218
H -0.505 -1.261 -1.889 0.381
H 3.869 -1.390 -0.461 0.232
H -3.251 -3.015 1.326 0.212
```

For the molecular weight, the calculation gives 620.4 g/mol. The LUMO energy (alpha / beta) is -0.004 / -0.004 Ha. Its multiplicity is 3. The calculation puts the frontier orbital gap (alpha / beta) at 6.4 / 7.9 eV.

***

Model B:
ORCA calculation (ωB97M-V/def2-TZVPD) on C21H26BrN5O5S2Ti as an isolated structure.

The geometry in XYZ format:
```
61
Properties=species:S:1:pos:R:3:nbo_charge:R:1
Br -0.758 -2.938 5.778 0.069
Ti -0.002 0.471 -0.469 1.435
S -0.705 4.899 0.265 0.467
S -2.060 -0.738 0.318 -0.247
O -0.908 0.227 -2.527 -0.556
O 0.793 -1.232 -1.028 -0.820
O 1.429 1.197 -1.625 -0.771
O 2.273 1.120 -3.788 -0.670
O 1.126 -2.636 -2.758 -0.625
N 0.431 -2.068 1.949 -0.436
N -0.532 2.352 0.245 -0.563
N -3.260 1.550 -0.885 -0.413
N 2.226 1.679 1.233 -0.473
N 1.453 0.480 1.120 -0.700
C -0.130 1.073 -3.424 -0.166
C -2.806 0.607 -0.386 0.049
C -1.845 2.363 3.734 -0.189
C -1.180 4.074 1.701 -0.239
C 3.480 1.532 2.004 0.098
C 3.125 1.386 3.481 -0.618
C -0.337 3.408 -0.463 -0.058
C 0.511 -1.758 -2.191 0.749
C -0.764 -1.189 -2.812 -0.188
C 1.245 1.142 -2.908 0.540
C -2.022 3.746 3.895 -0.199
C -1.343 1.837 2.565 -0.225
C 0.168 -2.028 3.255 -0.002
C -0.443 -3.075 3.923 -0.120
C 0.087 -3.161 1.270 0.053
C 4.242 2.828 1.773 -0.610
C -1.021 2.705 1.522 0.192
C -1.682 4.617 2.885 -0.206
C -0.543 -4.244 1.865 -0.232
C 4.322 0.338 1.540 -0.641
C -0.812 -4.207 3.223 -0.193
H 1.044 0.301 2.030 0.392
H -1.289 -5.036 3.728 0.234
H 5.138 2.859 2.395 0.217
H 5.317 0.379 1.989 0.223
H 3.092 0.980 -3.292 0.495
H -1.246 0.767 2.440 0.244
H 2.026 -0.328 0.875 0.404
H -1.803 5.686 2.998 0.226
H -0.771 -1.374 -3.882 0.207
H 0.336 -3.160 0.214 0.233
H 2.435 1.974 0.284 0.372
H 4.442 0.349 0.452 0.215
H 2.506 2.226 3.803 0.222
H -0.820 -5.104 1.269 0.230
H -2.437 4.133 4.817 0.222
H 0.455 -1.134 3.802 0.191
H -1.616 -1.674 -2.347 0.235
H -0.647 2.039 -3.381 0.205
H 3.877 -0.618 1.829 0.212
H -0.155 0.703 -4.445 0.219
H 4.553 2.917 0.727 0.208
H 0.016 3.385 -1.485 0.238
H 2.578 0.456 3.671 0.200
H 4.031 1.361 4.091 0.218
H 3.613 3.686 2.023 0.221
H -2.120 1.692 4.538 0.222
```

For the molecular weight, the calculation gives 620.4 g/mol. The LUMO energy (alpha / beta) is -0.001 / 0.002 Ha. Its multiplicity is 3. The calculation puts the frontier orbital gap (alpha / beta) at 5.5 / 8.6 eV.

***

It is model A that is most stable; the runner-up trails by 24.9 kcal/mol.

***

Model A:
ORCA calculation (ωB97M-V/def2-TZVPD) on an isolated ion of composition C4H9N2O and charge +1.

The geometry in XYZ format:
```
16
Properties=species:S:1:pos:R:3:nbo_charge:R:1
O -0.604 0.331 0.796 -0.143
N 1.091 1.063 -2.259 -0.544
N 0.380 0.418 0.007 -0.156
C -1.691 -0.619 2.567 -0.618
C 0.690 1.146 -1.094 0.642
C 1.067 -0.291 -2.905 -0.424
C -0.299 0.000 2.173 -0.081
H 2.101 -0.329 -3.169 0.229
H 0.949 -0.998 -2.107 0.235
H -2.457 0.072 2.417 0.229
H -1.920 -1.498 1.860 0.226
H -0.048 0.927 2.644 0.222
H 1.427 1.795 -2.916 0.470
H -1.666 -1.017 3.534 0.239
H 0.565 -0.740 2.234 0.223
H 0.415 -0.260 -3.782 0.251
```

As for the total charge: +1. For the molecular weight, the calculation gives 101.1 g/mol. The LUMO energy (alpha / beta) is -0.133 / -0.277 Ha. Its multiplicity is 3. The calculation puts the frontier orbital gap (alpha / beta) at 9.0 / 7.4 eV.

***

Model B:
ORCA calculation (ωB97M-V/def2-TZVPD) on an isolated ion of composition C4H9N2O and charge +1.

The geometry in XYZ format:
```
16
Properties=species:S:1:pos:R:3:nbo_charge:R:1
O -2.838 -0.187 1.006 0.042
N -1.926 -0.454 0.308 0.204
N -2.047 -0.774 -0.935 -0.585
C 0.595 0.311 0.210 -0.307
C -0.441 -0.431 0.951 -0.247
C 1.936 -0.276 0.122 -0.371
C 1.195 -0.082 -1.193 -0.404
H 0.407 1.362 0.437 0.257
H -0.451 -0.011 2.064 0.289
H -3.014 -0.786 -1.234 0.441
H 1.847 -1.310 0.451 0.223
H -1.151 -0.835 -1.425 0.445
H -0.402 -1.497 1.355 0.275
H 1.597 0.691 -1.910 0.268
H 2.901 0.232 0.315 0.271
H 0.788 -0.946 -1.613 0.198
```

As for the total charge: +1. For the molecular weight, the calculation gives 101.1 g/mol. The LUMO energy (alpha / beta) is -0.105 / -0.326 Ha. Its multiplicity is 3. The calculation puts the frontier orbital gap (alpha / beta) at 10.1 / 6.2 eV.

***

It is model A that is most stable; the runner-up trails by 16.5 kcal/mol.